(1)
This record from OMol25 describes a single C6H9NO3 molecule in a non-equilibrium geometry. The level of theory is ωB97M-V with the def2-TZVPD basis set.

CARTESIAN COORDINATES (ANGSTROEM)
C -2.3851 0.0248 0.2077
C -0.8398 -0.1301 -0.1896
C -0.0927 -0.9171 0.9715
C 1.0436 1.1423 0.3150
C 2.2436 0.8047 -0.6197
C 2.0869 -0.7116 -0.1730
H -3.1602 -0.3411 -1.4297
H -2.6253 -0.4619 1.0051
H -2.5545 0.9440 0.0388
H -0.4354 -0.5911 -0.9844
H -0.3088 -0.4598 1.9733
H -0.0943 -1.9836 0.9390
H 1.1517 2.1311 0.9436
H 2.0303 0.7783 -1.9053
H 3.3094 1.3520 -0.6287
N 1.3192 -0.2337 0.9126
O -3.1303 -0.7746 -0.6549
O 2.6248 -1.7210 -0.5217
O -0.1831 1.1484 -0.1994

Its HOMO-LUMO gap is 10.218 eV. The value obtained for the total energy is -13995.621 eV. For the highest occupied orbital energy, the calculation gives -9.48 eV. The largest force on an atom is 0.1718 hartree/bohr. The multiplicity is 1.

***

(2)
This record from OMol25 describes a molecular structure, C21H29ClN2O4Ti in a non-equilibrium geometry. The level of theory is ωB97M-V with the def2-TZVPD basis set.

CARTESIAN COORDINATES (ANGSTROEM)
Ti -0.8526 0.0227 0.9332
Cl -2.5843 0.2757 2.3190
N -0.1015 2.0453 0.5546
N -0.3045 -2.0951 0.7266
C -0.9442 2.8328 -0.1148
C -0.8828 -2.8977 -0.1462
C 1.0578 2.9241 0.8991
C 0.4271 4.3108 0.8559
C 2.1150 2.8182 -0.1878
C 1.6769 2.6595 2.2472
H 1.6852 3.0016 -1.1831
H 2.5797 1.8265 -0.1704
H 2.8889 3.5734 0.0033
H 0.9192 2.6365 3.0336
H 2.3745 3.4848 2.4598
H 2.2532 1.7289 2.2497
C 0.6773 -2.9266 1.4895
C 0.6649 -4.2560 0.7485
C 0.1925 -3.1454 2.9101
C 2.0515 -2.2941 1.4479
H 2.3655 -2.1644 0.4048
H 2.7620 -2.9569 1.9593
H 2.0343 -1.3241 1.9534
H -0.8455 -3.5016 2.8970
H 0.2513 -2.2211 3.4884
H 0.8278 -3.9056 3.3840
O -0.3986 -4.1226 -0.2438
H 0.4071 -5.1200 1.3740
H 1.5916 -4.4727 0.2028
O -0.7167 4.1293 -0.0459
H 1.0550 5.1052 0.4369
H 0.0355 4.6216 1.8351
C -2.0409 2.3496 -0.9873
C -1.9701 -2.5172 -1.0726
C -1.4260 -1.2943 -1.6893
H -2.8739 -2.3266 -0.4696
H -2.1650 -3.3323 -1.7762
C -1.5223 -0.0837 -0.9442
C -1.4775 1.1489 -1.6526
H -2.2232 -0.1595 0.2838
C -0.8664 1.1735 -2.8994
C -0.4712 -0.0328 -3.4910
C -0.5807 2.4819 -3.5849
C -0.7925 -1.2709 -2.9222
H 0.0479 -0.0085 -4.4492
C -0.4302 -2.5609 -3.6065
H 0.0449 -2.3474 -4.5686
H -1.3104 -3.1893 -3.7938
H 0.2743 -3.1531 -3.0047
H -1.4817 3.0987 -3.6899
H -0.1808 2.2873 -4.5859
H 0.1678 3.0757 -3.0389
H -2.3320 3.1405 -1.6893
H -2.8993 2.1144 -0.3349
O -0.2204 1.2165 4.3377
C 0.2947 0.2199 3.8525
O 0.4269 -0.0479 2.5610
H 0.7450 -0.5757 4.4940

Its HOMO-LUMO gap (spin up / spin down) is 4.458 / 3.926 eV. The charge is -1. The value obtained for the total energy is -69056.948 eV. For the highest occupied orbital energy (spin up / spin down), the calculation gives -1.70 / -1.16 eV. The largest force on an atom is 0.0911 hartree/bohr. The multiplicity is 2.

***

(3)
This record from OMol25 describes a single C14H12F2N4O2S2 molecule in a non-equilibrium geometry. The level of theory is ωB97M-V with the def2-TZVPD basis set.

CARTESIAN COORDINATES (ANGSTROEM)
O -7.1940 -1.2217 -0.1442
C -6.2197 -0.6914 0.3290
N -5.0852 -1.4065 0.5970
C -3.8760 -1.1475 0.3431
N -3.3660 -0.1094 -0.3795
N -2.0391 -0.1027 -0.5948
C -1.4631 -1.1123 -0.0605
S 0.2349 -1.4319 -0.1393
C 0.8038 0.0517 -1.0569
C 2.1420 0.5423 -0.5199
O 2.3004 1.6782 -0.1448
N 3.0991 -0.4228 -0.5418
C 4.4286 -0.3264 -0.1288
C 5.0047 0.8301 0.3899
C 6.3344 0.8427 0.7704
C 7.0947 -0.3042 0.6330
C 6.5606 -1.4752 0.1217
C 5.2342 -1.4621 -0.2502
F 4.6814 -2.5881 -0.7573
H 7.1567 -2.3665 0.0159
F 8.3873 -0.2906 1.0015
H 6.7835 1.7362 1.1722
H 4.4009 1.7160 0.4907
H 2.8284 -1.3445 -0.8632
H 0.0488 0.8242 -0.9278
H 0.8868 -0.2150 -2.1113
S -2.5413 -2.2199 0.7981
C -4.1642 1.0564 -0.6891
H -3.4667 1.8150 -1.0469
C -4.9153 1.5216 0.5629
H -4.2680 1.3722 1.4306
H -5.1184 2.5909 0.4880
C -6.2418 0.7780 0.7484
H -7.0306 1.2483 0.1583
H -6.5497 0.8202 1.7959
H -4.8721 0.8147 -1.4903

Its HOMO-LUMO gap is 8.980 eV. The value obtained for the total energy is -51873.345 eV. For the highest occupied orbital energy, the calculation gives -8.58 eV. The largest force on an atom is 0.0216 hartree/bohr. The multiplicity is 1.

***

(4)
This record from OMol25 describes a single C4H8O2 molecule. The level of theory is ωB97M-V with the def2-TZVPD basis set.

CARTESIAN COORDINATES (ANGSTROEM)
C 1.9366 0.0157 -0.4319
O 0.7930 -0.7347 -0.0852
C -0.4120 -0.0213 -0.2246
C -1.5557 -0.9728 0.1062
C -0.4723 1.1672 0.7233
O -1.1579 2.1403 0.5260
H 2.7543 -0.6930 -0.5803
H 1.7809 0.5841 -1.3604
H 2.2232 0.7210 0.3625
H -0.5261 0.3678 -1.2499
H -1.5528 -1.8157 -0.5900
H -1.4378 -1.3674 1.1208
H -2.5132 -0.4492 0.0368
H 0.1396 1.0577 1.6465

Its HOMO-LUMO gap is 10.639 eV. The value obtained for the total energy is -8371.739 eV. For the highest occupied orbital energy, the calculation gives -9.68 eV. The largest force on an atom is 0.0105 hartree/bohr. The multiplicity is 1.